1.
Below is a structure of composition C16H23F3N9O4RuSSe, with properties calculated with the ωB97M-V functional and the def2-TZVPD basis.

Calculated values
Calculated total energy = -125451.547 eV
HOMO level (alpha / beta) = -0.6416 / -0.6416 Eh
HOMO-LUMO gap (alpha / beta) = 6.33 / 4.67 eV
Total charge = +3
Spin multiplicity = 5

```
58
C16H23F3N9O4RuSSe, DFT the ωB97M-V functional and the def2-TZVPD basis
N -1.447 0.724 3.720
C -0.115 0.286 -5.805
H 1.148 -1.239 1.809
F -2.535 -2.583 2.126
H 1.640 1.114 1.615
O -3.358 -2.587 -1.499
H 2.102 -1.764 -0.903
H 1.348 0.192 5.109
H 5.054 -0.680 -2.508
O -1.129 -2.360 -0.427
H -0.919 -0.502 5.347
C -3.362 -2.823 1.083
F -3.555 -4.101 0.948
N 1.358 0.247 -0.801
C 4.723 -0.846 -1.483
H 2.228 -0.131 3.605
H -2.630 2.018 -0.581
C -1.247 -0.054 -3.657
N -0.321 0.292 1.621
C 3.308 1.210 -1.241
H 0.329 2.314 1.653
H 4.599 -1.913 -1.322
N -2.329 -0.483 -3.074
C -1.225 -0.221 -5.113
C -1.017 -0.570 4.264
N -0.242 0.529 -2.964
N 0.765 1.396 3.478
H -1.742 -1.349 4.026
C 0.661 1.345 2.032
H -1.514 2.870 -1.226
H 1.558 1.504 -3.137
C 0.165 -1.004 2.223
H 5.499 -0.469 -0.818
H 1.476 2.397 -0.904
H -2.379 -0.076 2.032
C 1.997 1.457 -0.976
C 2.285 -0.703 -0.970
H 1.733 1.320 -5.563
Ru -0.644 -0.033 -0.632
S -2.572 -2.067 -0.435
H -0.395 1.819 5.186
C 1.254 0.123 4.026
C -1.618 0.659 2.287
C -0.503 1.772 4.103
F -4.487 -2.174 1.309
H 4.120 1.888 -1.440
H -1.939 1.631 1.908
N 0.269 -0.882 3.653
H -0.519 -1.809 1.963
H -0.065 0.179 -6.882
H -0.839 2.744 3.742
O -1.685 2.228 -0.524
N -2.315 -0.798 -5.570
O -2.666 -0.602 -0.131
C 0.766 1.009 -3.682
N 3.468 -0.154 -1.235
Se -3.398 -1.193 -4.290
C 0.860 0.907 -5.078
```

***

2.
Below is a structure of composition C16H23IN2OPt, with properties calculated with the ωB97M-V functional and the def2-TZVPD basis.

Calculated values
Calculated total energy = -33314.258 eV
HOMO level (alpha / beta) = -0.5403 / -0.5649 Eh
HOMO-LUMO gap (alpha / beta) = 6.93 / 4.74 eV
Total charge = +2
Spin multiplicity = 5

```
44
C16H23IN2OPt, DFT the ωB97M-V functional and the def2-TZVPD basis
H -4.031 2.021 -1.034
H 1.124 4.404 -0.556
H 1.391 4.245 1.255
N -0.832 0.855 -1.320
C -0.077 -1.494 2.666
H -2.617 -1.725 -2.635
H 1.869 0.556 2.916
H 0.506 -4.586 -3.059
H 3.128 -1.774 -1.041
C -1.097 -0.392 -1.788
O 0.148 0.161 0.919
C 1.971 -3.327 -2.048
H -1.673 2.614 -0.641
C 2.695 0.704 -0.982
H 0.888 -1.943 2.396
C -1.551 0.385 2.729
N 1.198 -1.145 -1.440
C 0.706 -3.631 -2.563
H 0.690 0.409 4.252
H -1.282 -2.899 -2.823
H -0.890 -2.030 2.154
H 2.327 3.205 0.201
C -0.127 0.003 2.283
H -1.741 1.460 2.596
H 2.813 -4.012 -2.094
C -1.889 1.639 -1.107
H -0.226 -1.584 3.758
Pt 1.311 1.756 -0.100
H 2.627 0.319 -2.004
H -2.281 -0.179 2.140
H 3.265 0.058 -0.300
C -3.240 1.321 -1.336
C -0.291 -2.674 -2.452
I -0.839 3.548 1.413
H -1.675 0.130 3.797
C 1.276 3.749 0.310
H 3.283 1.622 -1.150
C -3.507 0.086 -1.941
C -2.421 -0.752 -2.164
C 0.833 0.748 3.209
C -0.027 -1.401 -1.894
H 0.638 1.826 3.169
H -4.530 -0.212 -2.228
C 2.159 -2.064 -1.465
```

***

3.
Below is an isolated molecule of C16H23N3O2, with properties calculated with the ωB97M-V functional and the def2-TZVPD basis.

Calculated values
Calculated total energy = -25531.907 eV
HOMO level = -0.2922 Eh
HOMO-LUMO gap = 8.63 eV

```
44
C16H23N3O2, DFT the ωB97M-V functional and the def2-TZVPD basis
H 3.334 -0.296 1.362
N 1.854 -2.327 -0.698
O 1.637 0.717 -1.063
H 0.694 4.236 0.923
C -4.583 -1.148 -0.220
H 1.721 3.263 -0.149
C -0.989 -1.947 -1.085
H -4.727 -0.305 -0.894
H 3.736 -2.915 -1.360
H -5.033 -0.909 0.740
C -3.126 -1.454 -0.070
C -0.911 1.638 0.465
C 2.036 0.608 0.081
C 0.711 3.363 0.256
H -2.791 -1.622 -2.176
C -1.550 2.821 -0.251
C -0.329 3.506 -0.856
H -3.123 -1.379 2.069
H 3.644 -0.436 -1.562
N 3.178 -0.059 0.393
H 2.123 1.725 1.911
C -2.529 -1.535 1.181
H -0.708 0.834 -0.254
H -2.034 3.480 0.471
H -0.509 4.544 -1.131
H 0.001 2.954 -1.736
H 1.499 -1.962 -1.568
C -2.337 -1.672 -1.196
C 3.840 -0.888 -0.586
C 1.063 -2.240 0.406
H -0.711 -1.867 2.269
C -1.180 -1.806 1.298
H -2.280 2.509 -0.995
C 3.289 -2.326 -0.556
H 3.512 -2.790 0.408
H -0.422 -2.117 -1.988
N 0.313 2.189 1.034
O 1.518 -2.369 1.532
H 4.915 -0.893 -0.394
C 1.356 1.234 1.303
H -1.535 1.235 1.268
C -0.387 -2.006 0.170
H 0.928 0.417 1.893
H -5.107 -2.005 -0.644
```

***

4.
Below is an isolated molecule of C16H23N3O2S, with properties calculated with the ωB97M-V functional and the def2-TZVPD basis.

Calculated values
Calculated total energy = -36365.592 eV
HOMO level = -0.3191 Eh
HOMO-LUMO gap = 9.44 eV

```
45
C16H23N3O2S, DFT the ωB97M-V functional and the def2-TZVPD basis
N 3.089 -2.203 0.571
H -4.525 -2.090 -0.663
C 4.067 1.126 -0.367
H 0.363 -2.259 -0.032
C -0.170 -1.822 0.812
C -3.889 -0.070 -0.431
C 1.730 1.796 -1.185
N 0.788 0.783 -0.753
O 0.517 0.830 1.813
H -5.126 1.106 -1.728
C -1.611 0.216 0.283
C 3.160 -2.317 -0.781
H 3.221 3.088 -0.310
H 3.707 -0.829 -2.343
C 2.868 2.063 -0.189
H -3.906 2.510 0.518
C -2.503 -2.003 0.001
H -5.642 1.100 -0.047
C -1.438 -1.168 0.359
C -5.220 0.483 -0.839
H 1.213 -0.121 -0.612
H -1.490 -3.813 -0.539
H -0.397 -2.634 1.500
H 2.123 1.503 -2.163
H -3.244 -3.969 -0.384
H -2.232 -3.849 1.056
H 2.943 -3.246 -1.269
H 4.523 1.292 -1.348
H 2.459 1.962 0.818
H 4.814 1.344 0.403
H -2.224 2.838 0.098
C 3.417 -0.969 0.840
S -0.139 1.225 0.591
N 3.705 -0.263 -0.279
C -3.095 2.255 -0.164
H 3.451 -0.545 1.823
C -2.828 0.783 -0.098
C -3.705 -1.440 -0.390
O -0.355 2.638 0.456
H 1.136 2.703 -1.302
C 3.537 -1.125 -1.328
C -2.359 -3.495 0.033
H 0.484 -1.132 1.329
H -3.412 2.529 -1.169
H -5.917 -0.323 -1.056
```